# 1
Below is C5H8FGaO4 as an isolated structure at a distorted geometry, with properties calculated with ωB97M-V/def2-TZVPD.

Geometry as XYZ:
```
19
Properties=species:S:1:pos:R:3:forces:R:3
C 0.10717 -0.41609 1.61250 -1.4 -0.3 1.3
O 1.24105 -0.16001 0.79257 -0.1 0.1 0.1
Ga 3.06315 -0.24613 0.54536 1.8 -0.2 0.1
C -0.42355 -1.82738 1.45581 0.1 -0.2 -0.2
H 0.43614 -0.24354 2.64611 0.0 0.1 -0.3
H -0.66557 0.33392 1.38805 0.5 -0.1 -0.1
H -1.26958 -1.97477 2.14157 0.3 0.1 -0.2
H -0.76775 -2.01518 0.43109 0.1 0.0 0.3
H 0.35468 -2.56243 1.70496 -0.2 0.1 0.0
C 1.13006 0.42054 -0.56649 -4.7 1.2 -1.6
O 0.46554 1.67511 -0.41395 1.4 -0.7 0.8
C -0.62402 1.75134 -1.24356 -0.6 0.5 -1.2
C -0.96224 0.30105 -1.54587 -0.7 0.3 -0.1
O 0.27163 -0.35830 -1.34484 1.3 -0.2 0.6
O 2.35354 0.47977 -0.97986 1.9 -0.2 -0.2
F -0.26416 2.41553 -2.41612 -0.2 -0.4 0.7
H -1.42013 2.34240 -0.77795 0.2 -0.1 0.0
H -1.72901 -0.07313 -0.85096 0.2 0.0 -0.2
H -1.29696 0.15731 -2.57843 0.2 0.0 0.3
```
Forces are in eV/Å.

Calculated values
Net charge: +1
Spin multiplicity: 2
E_LUMO (spin up / spin down) in Ha: -0.174 / -0.301
Kohn-Sham gap (spin up / spin down) in eV: 10.49 / 7.01

Need the Mulliken charges? In units of e they are: atom 1 (C): -0.040, atom 2 (O): -0.012, atom 3 (Ga): 0.405, atom 4 (C): -1.118, atom 5 (H): 0.362, atom 6 (H): 0.242, atom 7 (H): 0.382, atom 8 (H): 0.275, atom 9 (H): 0.342, atom 10 (C): 0.891, atom 11 (O): -0.392, atom 12 (C): 0.260, atom 13 (C): -0.365, atom 14 (O): -0.425, atom 15 (O): -0.395, atom 16 (F): -0.311, atom 17 (H): 0.295, atom 18 (H): 0.252, atom 19 (H): 0.351



# 2
Below is one molecule with the formula C3H4N2OS at a distorted geometry, with properties calculated with ωB97M-V/def2-TZVPD.

Geometry as XYZ:
```
11
Properties=species:S:1:pos:R:3:forces:R:3
C -0.85504 -0.55369 -0.09712 0.9 0.2 -0.2
C -1.83817 -1.27483 -0.05501 1.6 2.4 -0.5
C 0.56577 0.08859 -0.22154 -4.5 -0.3 -0.2
N 1.58104 -0.61324 -0.16912 2.1 -0.7 -0.1
N 0.56315 1.43849 -0.41395 1.1 0.9 0.1
O -2.97818 -1.86437 -0.06034 -3.3 0.5 -0.9
S 1.43230 -2.27676 0.19595 -0.6 0.1 -1.0
H 2.23098 -2.02641 1.16520 1.2 -0.6 1.5
H 1.43753 1.99896 -0.46700 -1.1 -1.2 0.0
H -0.27255 1.88209 -0.72714 -0.3 0.1 0.0
H -3.77634 -1.29377 -0.45086 2.8 -1.5 1.2
```
Forces are in eV/Å.

Calculated values
Net charge: 0
SMILES: N/C(C#CO)=N/S
E_LUMO in Ha: 0.004
Kohn-Sham gap in eV: 8.30

Need the Mulliken charges? In units of e they are: atom 1 (C): -0.818, atom 2 (C): 1.017, atom 3 (C): 0.514, atom 4 (N): -0.523, atom 5 (N): -0.433, atom 6 (O): -0.567, atom 7 (S): -0.139, atom 8 (H): 0.127, atom 9 (H): 0.235, atom 10 (H): 0.203, atom 11 (H): 0.385



# 3
Below is a 8-piece molecular cluster, C13H42BrN12O7 overall at a distorted geometry, with properties calculated with ωB97M-V/def2-TZVPD.

Geometry as XYZ:
```
75
Properties=species:S:1:pos:R:3:forces:R:3
Br -0.33371 0.96127 0.51048 -0.4 0.3 -0.1
C -1.95558 -1.81917 -2.23518 -2.5 -0.7 -1.4
O -2.36826 -2.44208 -3.18466 -0.8 -0.2 -3.1
N -1.49229 -2.55006 -1.27977 2.9 -2.1 5.0
N -2.21117 -0.54699 -2.00377 -0.3 3.3 0.2
H -1.58885 -3.55493 -1.31165 0.0 0.5 -0.6
H -1.24087 -2.19296 -0.36907 0.0 0.3 -0.2
H -2.77924 0.00505 -2.63039 0.4 -0.8 -0.3
H -1.79531 0.01981 -1.27858 0.4 -0.4 0.3
C -0.30238 0.32952 4.87474 -1.7 3.8 -2.3
O -0.93868 1.30853 5.18406 -0.8 1.7 1.0
N 0.24758 0.17801 3.70779 2.2 0.1 -4.1
N -0.21176 -0.71589 5.55860 0.2 -6.7 5.9
H 0.00198 0.81503 2.96349 0.1 0.1 -0.1
H 0.52964 -0.74099 3.39799 -0.2 0.3 0.0
H 0.36395 -1.51238 5.32565 -0.2 0.4 -0.1
H -0.73874 -0.80426 6.41568 0.2 0.3 -0.1
C 3.69725 -0.38077 0.78629 -3.8 1.3 0.9
O 3.83852 0.49629 0.01515 1.0 3.1 -3.0
N 2.49237 -0.56684 1.36959 -1.6 -0.9 1.1
N 4.62259 -1.16459 1.17456 4.3 -3.9 1.8
H 1.72365 0.03008 1.09967 0.1 0.1 -0.1
H 2.36080 -1.07148 2.23454 0.3 0.1 -0.3
H 5.54294 -1.07031 0.76938 -0.3 -0.1 0.2
H 4.43331 -1.86775 1.87443 0.4 0.1 -0.4
C -1.80781 3.69205 -2.32119 0.6 0.0 -1.1
O -1.87563 4.15345 -3.44437 -0.2 0.0 -0.5
N -2.50291 2.66349 -1.83785 -3.3 -2.4 -0.9
N -0.93495 4.00797 -1.38659 1.2 1.7 1.2
H -2.55480 2.37843 -0.87030 0.3 0.0 -0.3
H -3.06969 2.15626 -2.50236 -0.2 0.3 0.3
H -1.14835 3.43933 -0.57962 1.9 0.5 0.5
H -0.10049 4.50749 -1.65909 -0.1 -0.1 0.7
C 2.64361 4.36002 1.62246 -1.1 1.5 0.8
O 3.64039 4.73538 2.08967 5.9 2.7 2.1
N 2.42650 3.18348 1.23185 -0.8 -5.9 -2.1
N 1.53465 5.06527 1.56252 -3.3 2.4 -0.3
H 1.44434 2.97039 1.13153 0.7 -1.5 -0.4
H 3.18880 2.52100 1.22078 -0.5 -0.3 -0.2
H 1.54638 6.07482 1.59025 -0.2 -0.5 0.0
H 0.79873 4.52188 1.13443 -0.5 1.4 0.0
C -5.33666 -4.64137 3.10836 -0.5 0.4 -1.4
C -4.14361 -4.69605 2.15078 1.9 -0.9 0.6
C -3.22760 -3.46457 2.33219 -1.0 -0.9 -2.1
O -3.89689 -2.35892 1.64805 1.4 -0.9 2.1
C -3.20520 -1.19836 2.02261 -0.4 2.3 0.3
N -3.36443 -5.97578 2.32260 -0.3 0.9 0.4
H -5.65345 -5.62383 3.45840 0.2 0.1 0.0
H -6.12718 -4.22031 2.48716 -0.5 -0.1 0.3
H -5.23510 -3.91711 3.91659 0.4 -0.3 0.1
H -4.31584 -4.79235 1.07879 -1.1 0.6 0.1
H -2.29117 -3.65506 1.80787 0.3 0.0 -0.3
H -2.90758 -3.36814 3.36969 -0.6 0.8 0.4
H -2.29989 -0.91440 1.48606 0.2 -0.7 -0.4
H -2.97268 -1.09133 3.08213 0.1 -0.8 0.4
H -3.85027 -0.32612 1.91687 -0.4 -0.1 -0.6
H -2.59519 -5.89568 1.67301 0.3 -0.3 -0.2
H -2.92460 -5.94720 3.23135 0.1 -0.2 0.4
C 0.75598 1.83404 -4.19339 0.4 -1.3 -0.5
C 2.01547 1.02693 -3.71039 0.3 0.5 1.0
C 3.29816 1.16424 -4.66328 -1.2 -0.3 0.9
O 4.46812 0.52032 -4.19631 -0.2 -0.6 1.3
C 5.59710 0.44015 -5.05586 -2.0 1.0 -0.5
N 2.32264 1.46905 -2.35199 0.8 1.0 -0.4
H -0.11424 1.62109 -3.57253 0.1 -0.7 0.1
H 0.53119 1.52265 -5.21349 -0.3 0.4 -0.2
H 0.75830 2.91840 -4.08264 0.9 0.1 -0.4
H 1.83571 -0.04689 -3.65845 -0.4 0.0 -0.2
H 3.46238 2.23510 -4.78324 0.2 0.2 -0.5
H 2.92569 0.62619 -5.53498 0.3 0.5 -0.8
H 5.84885 1.46637 -5.32342 0.8 0.1 0.1
H 5.24149 0.01601 -5.99487 0.4 -0.6 -0.3
H 6.40816 -0.12832 -4.60075 -0.3 0.2 0.1
H 2.25881 2.47120 -2.46027 0.7 0.6 0.3
H 1.60704 1.35690 -1.64812 -0.4 -1.0 -0.1
```
Forces are in eV/Å.

Calculated values
Net charge: -1
E_LUMO in Ha: 0.071
Kohn-Sham gap in eV: 7.89

Need the Mulliken charges? In units of e they are: atom 1 (Br): -0.995, atom 2 (C): 0.642, atom 3 (O): -0.743, atom 4 (N): -0.268, atom 5 (N): -0.071, atom 6 (H): 0.197, atom 7 (H): 0.115, atom 8 (H): 0.029, atom 9 (H): -0.081, atom 10 (C): 0.684, atom 11 (O): -0.709, atom 12 (N): -0.139, atom 13 (N): -0.385, atom 14 (H): 0.086, atom 15 (H): 0.147, atom 16 (H): 0.163, atom 17 (H): 0.211, atom 18 (C): 0.528, atom 19 (O): -0.599, atom 20 (N): 0.021, atom 21 (N): -0.385, atom 22 (H): -0.073, atom 23 (H): 0.133, atom 24 (H): 0.264, atom 25 (H): 0.132, atom 26 (C): 0.557, atom 27 (O): -0.665, atom 28 (N): -0.352, atom 29 (N): -0.264, atom 30 (H): 0.172, atom 31 (H): 0.196, atom 32 (H): 0.132, atom 33 (H): 0.225, atom 34 (C): 0.613, atom 35 (O): -0.687, atom 36 (N): 0.055, atom 37 (N): -0.351, atom 38 (H): 0.046, atom 39 (H): 0.016, atom 40 (H): 0.216, atom 41 (H): 0.136, atom 42 (C): -1.406, atom 43 (C): 0.481, atom 44 (C): -0.668, atom 45 (O): -0.370, atom 46 (C): -0.724, atom 47 (N): -0.761, atom 48 (H): 0.433, atom 49 (H): 0.298, atom 50 (H): 0.330, atom 51 (H): 0.337, atom 52 (H): 0.258, atom 53 (H): 0.361, atom 54 (H): 0.165, atom 55 (H): 0.371, atom 56 (H): 0.332, atom 57 (H): 0.271, atom 58 (H): 0.240, atom 59 (C): -1.126, atom 60 (C): 0.358, atom 61 (C): -0.914, atom 62 (O): -0.220, atom 63 (C): -0.730, atom 64 (N): -0.314, atom 65 (H): 0.094, atom 66 (H): 0.458, atom 67 (H): 0.363, atom 68 (H): 0.344, atom 69 (H): 0.324, atom 70 (H): 0.353, atom 71 (H): 0.302, atom 72 (H): 0.303, atom 73 (H): 0.201, atom 74 (H): 0.244, atom 75 (H): 0.061



The highest net charge belongs to which entry?
C5H8FGaO4